C33H30BCl46NO4 | the ωB97M-V functional and the def2-TZVPD basis

Atoms and positions in Å:
1 C 6.32925 -1.96452 2.18065
2 N 6.88578 -0.76810 1.44102
3 C 7.62896 -1.14637 0.17904
4 B 5.85565 0.32376 1.21854
5 O 6.08912 1.64943 1.89360
6 C 4.46982 0.20354 0.33873
7 C 3.91536 1.62980 -0.33647
8 C 2.50686 1.72460 -1.21877
9 Cl 1.90362 3.35917 -1.93368
10 C 1.68112 0.29638 -1.38448
11 C 2.24432 -1.14827 -0.75728
12 C 3.63711 -1.22860 0.10862
13 C 1.25624 -2.45880 -1.07915
14 O 1.73182 -3.65422 -1.45395
15 C -0.37772 -2.12859 -0.94270
16 C -1.39288 -3.20046 -0.22469
17 C -2.99627 -2.74063 -0.10453
18 C -3.97616 -3.87726 0.63254
19 C -3.62419 -5.30949 -0.15594
20 O -3.44234 -6.43265 0.54989
21 C -3.58698 -1.30483 -0.64136
22 C -2.52734 -0.25198 -1.39009
23 C -0.94790 -0.66977 -1.52909
24 C 0.22777 0.30426 -2.21207
25 O 0.01252 1.05333 -3.29672
26 H 6.44954 -2.92976 1.53005
27 H 5.23745 -1.82168 2.59651
28 H 7.01745 -2.10668 3.14579
29 H 8.65769 -1.63573 0.53614
30 H 7.06886 -1.89738 -0.52329
31 H 7.96136 -0.20307 -0.47204
32 H 5.49428 1.58153 2.72161
33 H 4.50803 2.65570 -0.21531
34 H 4.01891 -2.25866 0.55732
35 H -1.03978 -4.23868 0.19258
36 H -5.11407 -3.61134 0.56392
37 H -3.59540 -3.91578 1.75996
38 H -3.50294 -5.27865 -1.34038
39 H -4.69991 -0.95040 -0.53684
40 H -2.85853 0.80477 -1.80497
41 C -6.59307 0.88400 -2.19923
42 Cl -6.73572 2.64139 -2.37490
43 Cl -6.92191 0.07596 -3.74156
44 Cl -4.98430 0.44734 -1.59882
45 H -7.33534 0.54941 -1.47003
46 C -8.78357 1.66757 1.07437
47 Cl -9.38909 0.23857 0.21940
48 Cl -7.02394 1.57998 1.26370
49 Cl -9.24393 3.14762 0.21598
50 H -9.23619 1.69133 2.06896
51 C 6.86294 3.33617 -2.75254
52 Cl 5.65164 2.55117 -1.72483
53 Cl 8.26373 3.83824 -1.79050
54 Cl 7.36377 2.25301 -4.06222
55 H 6.41248 4.22773 -3.19623
56 C -11.33132 -2.93064 0.62856
57 Cl -11.17107 -3.55992 -1.02008
58 Cl -13.03345 -2.62554 1.01520
59 Cl -10.62048 -4.05761 1.79645
60 H -10.78912 -1.98359 0.68991
61 C 1.82432 3.20000 2.55920
62 Cl 1.98457 2.57072 0.91056
63 Cl 0.12219 3.50510 2.94584
64 Cl 2.53516 2.07303 3.72709
65 H 2.36652 4.14705 2.62055
66 C 3.95800 6.88230 3.77444
67 Cl 3.27579 6.29504 2.24821
68 Cl 2.76505 7.85035 4.65736
69 Cl 4.51731 5.52638 4.76842
70 H 4.81661 7.51874 3.54558
71 C 5.27751 -1.34637 -5.29335
72 Cl 4.75971 -1.06150 -3.62291
73 Cl 6.63558 -0.28822 -5.71264
74 Cl 5.71854 -3.04648 -5.52663
75 H 4.44142 -1.11318 -5.95760
76 C -1.14414 -5.47872 -3.78513
77 Cl -1.54346 -3.93302 -3.01636
78 Cl -2.52088 -6.59084 -3.69790
79 Cl -0.65308 -5.22758 -5.46890
80 H -0.30568 -5.92561 -3.24484
81 C -3.54200 5.49283 3.20176
82 Cl -4.22421 4.90558 1.67553
83 Cl -4.73495 6.46089 4.08468
84 Cl -2.98270 4.13692 4.19574
85 H -2.68339 6.12928 2.97290
86 C -16.47053 -4.14119 -0.16324
87 Cl -17.04430 -5.51982 0.79060
88 Cl -15.43447 -4.69166 -1.49116
89 Cl -17.83860 -3.20496 -0.78870
90 H -15.87933 -3.49334 0.48900
91 C -12.85858 -0.31632 -2.31531
92 Cl -14.42483 -0.99950 -1.84648
93 Cl -12.91570 0.28474 -3.98122
94 Cl -12.38673 0.97915 -1.20246
95 H -12.10716 -1.10816 -2.26047
96 C 1.19484 -8.36272 -2.00768
97 Cl 0.46792 -6.85325 -1.43083
98 Cl 0.01195 -9.31268 -2.92320
99 Cl 2.62378 -8.02579 -2.99960
100 H 1.50850 -8.94776 -1.13936
101 C 11.75070 2.21200 -1.06764
102 Cl 11.35138 3.75770 -0.29887
103 Cl 10.37397 1.09988 -0.98041
104 Cl 12.24176 2.46313 -2.75141
105 H 12.58917 1.76510 -0.52735
106 C 15.65070 2.92628 0.67522
107 Cl 15.25138 4.47198 1.44399
108 Cl 14.27397 1.81416 0.76244
109 Cl 16.14176 3.17742 -1.00856
110 H 16.48917 2.47939 1.21551
111 C 0.85840 7.00193 8.30133
112 Cl 1.12768 6.75841 10.03565
113 Cl 2.18414 6.29636 7.36091
114 Cl -0.69387 6.30399 7.80874
115 H 0.83065 8.07674 8.10470

Force components x, y, z for each atom (eV/Å):
1.070 -0.523 1.215
-1.780 0.212 -1.472
1.677 -0.171 -0.251
0.352 1.203 0.805
-1.931 -3.075 0.377
-3.437 0.230 -2.406
-2.346 -3.376 -0.273
1.443 -5.052 0.063
1.218 -2.913 0.711
2.080 0.759 0.722
1.279 2.170 0.526
-1.913 3.736 -2.181
1.456 -3.399 -1.367
-2.992 7.316 2.635
-2.661 0.450 0.847
-1.324 4.724 -1.613
1.655 1.738 -0.971
1.811 0.342 -0.751
0.426 -4.019 3.798
-1.023 6.767 -4.442
5.658 -2.542 0.364
2.813 -3.436 1.296
-1.380 -1.950 1.521
-1.089 2.343 -3.201
1.343 -4.588 6.892
-0.576 1.689 1.197
2.016 -0.254 -1.069
-1.533 0.059 -1.985
-2.194 0.864 -0.944
0.846 1.319 1.273
-1.035 -1.892 1.568
1.218 0.537 -1.828
-2.108 -2.737 0.819
-0.968 2.516 -1.135
-0.682 2.314 -0.977
2.257 -0.493 0.039
-1.101 -0.269 -2.490
-0.283 -0.114 2.458
3.051 -2.349 0.802
1.337 -2.628 0.997
-0.207 0.345 -0.089
-0.027 -0.163 0.001
0.047 0.046 0.261
-3.419 2.911 -2.124
0.264 0.120 -0.263
0.041 0.315 0.195
0.159 0.019 0.084
-0.222 -0.014 0.029
-0.014 -0.285 0.196
0.147 -0.047 -0.356
0.373 0.220 -0.359
1.884 0.695 -1.796
-0.269 0.022 -0.124
-0.086 0.371 0.351
0.125 -0.310 0.149
0.014 -0.027 0.122
0.006 0.128 0.111
0.268 0.038 0.018
-0.058 0.202 -0.178
-0.235 -0.341 0.016
-0.310 0.350 0.093
-0.901 0.790 3.058
0.140 0.042 0.084
0.026 0.042 -0.054
-0.243 -0.497 0.080
0.044 0.150 0.139
0.189 0.311 0.006
0.293 0.061 -0.525
-0.051 0.127 -0.144
-0.303 -0.243 0.051
-0.083 0.016 0.030
0.013 0.012 -0.168
-0.227 -0.394 -0.217
-0.082 0.187 -0.005
0.300 -0.079 0.236
0.014 0.174 -0.402
0.059 -0.641 -0.600
0.107 0.060 0.045
-0.017 -0.060 0.119
-0.489 0.340 -0.446
0.049 0.024 -0.022
0.108 0.076 0.152
0.171 -0.078 -0.103
-0.070 0.185 -0.099
-0.291 -0.231 0.081
0.055 -0.012 0.001
0.098 0.197 -0.074
-0.094 0.100 0.203
0.190 -0.049 0.092
-0.197 -0.230 -0.233
-0.041 -0.060 -0.045
0.175 0.077 -0.141
0.052 -0.109 0.218
-0.122 -0.129 -0.142
-0.263 0.244 -0.018
0.043 -0.192 -0.012
0.380 -0.370 0.539
0.165 0.111 0.148
-0.184 -0.028 0.167
-0.125 0.233 -0.293
-0.211 -0.098 -0.162
0.167 -0.178 -0.014
0.211 0.014 0.042
0.000 -0.030 0.219
-0.693 0.296 -0.532
0.210 0.212 -0.041
0.063 -0.268 -0.083
0.725 -0.042 0.534
-0.067 -0.079 0.256
-0.327 0.125 -0.183
0.041 -0.015 0.001
-0.042 0.092 -0.182
-0.270 -0.038 0.431
0.162 0.128 0.021
0.006 -0.377 0.079

Properties
LUMO   -1.803 eV
Total charge   0